[1]
This record from OMol25 describes a gas-phase ion, C5H6ClN2O2 (charge +1). The level of theory is ωB97M-V with the def2-TZVPD basis set.

```
16
Properties=species:S:1:pos:R:3:nbo_charge:R:1
O 0.031 2.343 1.527 -0.4448
C -2.098 0.167 -0.011 -0.1105
C 2.008 -1.289 -0.512 -0.4710
H 1.749 -2.426 -0.468 0.2772
C -0.016 1.713 0.525 0.7681
C -1.396 1.355 -0.073 -0.2599
H -1.922 2.245 -0.370 0.2644
N -0.036 -1.170 0.349 -0.0072
O 0.980 1.201 -0.273 -0.6408
H 1.843 1.581 0.108 0.5296
H -1.876 -1.937 0.626 0.2555
H 1.739 -0.927 -1.479 0.2470
C -1.307 -1.101 0.341 0.0717
H 2.972 -0.887 -0.335 0.2493
Cl -3.713 -0.197 -0.273 0.1560
N 1.043 -0.671 0.319 0.1153
```

Results
Total charge: +1
HOMO energy (alpha / beta): -0.5118 / -0.5118 Eh
Frontier orbital gap (alpha / beta): 7.84 / 7.84 eV
Molar mass: 161.57 g mol⁻¹
Energy relative to the best compared isomer or geometry (same formula, charge and spin): 84.8 kJ/mol
Total energy: -24868.010 eV


[2]
This record from OMol25 describes a molecular structure, C5H6S2. The level of theory is ωB97M-V with the def2-TZVPD basis set.

```
13
Properties=species:S:1:pos:R:3:nbo_charge:R:1
H -1.295 0.936 -1.997 0.2422
C -1.538 0.665 0.715 -0.2325
H 2.506 0.240 0.838 0.2457
C -0.626 0.149 -1.718 -0.6467
C 0.422 -0.063 0.686 0.0137
C -0.460 0.271 -0.251 -0.1510
S -3.113 1.099 0.678 0.0576
H 0.333 0.049 -2.272 0.2315
S -0.552 0.359 2.153 0.2176
H -1.227 -0.810 -1.897 0.2296
H 1.989 -1.303 0.232 0.2293
C 1.773 -0.566 0.940 -0.6696
H 1.788 -1.027 1.893 0.2326
```

Results
Total charge: 0
HOMO energy: -0.3157 Eh
Frontier orbital gap: 8.05 eV
Molar mass: 130.24 g mol⁻¹
Energy relative to the best compared isomer or geometry (same formula, charge and spin): 95.4 kJ/mol
Total energy: -26950.936 eV


[3]
This record from OMol25 describes 2 unconnected molecules or ions with the total composition C9H12N3O. The level of theory is ωB97M-V with the def2-TZVPD basis set.

```
25
Properties=species:S:1:pos:R:3:mulliken_spin:R:1
H 4.254 -0.332 1.225 0.0021
H 0.257 -0.591 0.889 0.0405
H 2.352 -1.529 1.938 -0.0053
C -2.701 -0.494 -1.094 0.2116
C 3.232 -0.208 0.683 0.1127
H -0.982 3.146 -0.577 -0.0002
H -2.820 -0.678 -2.080 0.0149
C 1.118 -0.918 0.347 -0.0207
H 0.926 -1.811 -0.157 0.0369
C -3.299 -0.846 1.243 0.2292
H 1.023 0.860 -1.260 0.0696
H -1.417 1.204 -2.522 0.0271
O -0.791 2.693 -1.410 0.1024
N 2.277 -1.010 1.152 0.1079
C -1.342 1.532 -1.533 0.5249
C -1.976 0.674 -0.652 -0.1938
H -1.099 1.431 1.234 0.0182
H -3.596 -1.445 2.064 0.0159
C -1.773 0.731 0.789 0.2745
H -3.857 -2.124 -0.331 -0.0008
N 2.870 0.554 -0.287 -0.0246
C -3.144 -1.314 -0.080 -0.1333
N -2.491 0.099 1.700 -0.0876
C 1.589 0.181 -0.673 0.6765
H 3.506 1.269 -0.691 0.0014
```

Results
Total charge: +1
HOMO energy (alpha / beta): -0.3583 / -0.4562 Eh
Frontier orbital gap (alpha / beta): 6.46 / 7.82 eV
2S+1: 3
Molar mass: 178.22 g mol⁻¹
Energy relative to the best compared isomer or geometry (same formula, charge and spin): 38.4 kJ/mol
Total energy: -16034.448 eV


[4]
This record from OMol25 describes 2 unconnected molecules or ions with the total composition C4H3BrF3I. The level of theory is ωB97M-V with the def2-TZVPD basis set.

```
12
Properties=species:S:1:pos:R:3:nbo_charge:R:1
C -0.802 0.437 0.131 -0.3761
F -2.252 3.040 -0.480 -0.3597
Br 3.275 -0.379 1.992 -0.5503
C -2.011 0.843 0.554 0.4769
H -0.111 -1.318 1.352 0.2413
C 0.008 -0.641 0.511 -0.0655
F -2.705 0.188 1.551 -0.2887
H -0.552 1.004 -0.668 0.2487
F -3.804 2.332 0.846 -0.2727
H 0.900 -0.780 -0.126 0.2500
C -2.949 1.846 -0.008 0.5374
I -3.753 1.125 -1.917 0.1589
```

Results
Total charge: 0
HOMO energy (alpha / beta): -0.3066 / -0.3071 Eh
Frontier orbital gap (alpha / beta): 4.20 / 4.22 eV
Molar mass: 314.87 g mol⁻¹
Energy relative to the best compared isomer or geometry (same formula, charge and spin): 296.3 kJ/mol
Total energy: -90487.564 eV